No. 1
The following is a quantum chemistry calculation of 10 unconnected molecules or ions with the total composition C18H56O10 in a non-equilibrium geometry, from the Open Molecules 2025 dataset.

Structure (XYZ):
```
84
Properties=species:S:1:pos:R:3:forces:R:3
C -3.9621 -0.5327 -1.9739 -0.2946 1.4314 0.0138
C -2.6566 -0.8023 -1.2430 -0.0748 -0.9769 -0.3099
O -2.9410 -1.6279 -0.1005 0.3649 -0.4438 -0.2632
H -3.8190 -0.0603 -2.9736 -0.0354 -0.3122 0.7415
H -4.6552 0.1123 -1.3764 0.8133 -0.1054 -0.3502
H -4.5567 -1.4179 -2.0771 0.0931 -0.8548 -0.3334
H -2.1438 0.0499 -0.8645 -0.0738 1.2124 0.0996
H -1.8789 -1.3075 -1.8468 -0.6933 0.0224 -0.0754
H -2.3134 -2.3641 -0.1756 -0.1143 0.0098 0.2604
C -0.0633 4.5693 -1.6938 0.1366 0.4406 -0.6202
C 1.1638 5.0372 -0.9364 1.1661 -0.2959 -1.3507
O 2.3125 4.1730 -1.2727 -1.1328 0.2534 0.8412
H -0.8326 5.2734 -1.3854 -0.4868 -0.1673 -0.0985
H -0.3001 3.5714 -1.3616 -0.3378 -0.3476 0.1020
H -0.0383 4.5622 -2.8228 0.4887 0.1340 1.2657
H 0.9216 5.1385 0.1316 0.4435 -0.5503 -0.1559
H 1.5028 6.0048 -1.2818 -0.3372 0.5596 0.0103
H 2.8790 4.0989 -0.5019 0.1838 0.0807 0.3604
C 2.5678 -2.5083 -3.3221 -1.1576 -0.3876 -0.2441
C 2.9666 -3.0422 -1.9725 0.9046 -0.0475 1.3606
O 1.9820 -2.9150 -0.9310 0.1468 0.9772 0.1219
H 2.3293 -1.4365 -3.3108 0.1485 -0.2480 0.0881
H 1.6647 -3.0532 -3.7062 0.7432 0.4576 0.2553
H 3.3926 -2.6866 -4.0043 0.0706 0.0490 -0.2420
H 3.8480 -2.4936 -1.5731 -0.1744 -0.4550 -0.5676
H 3.2180 -4.1268 -2.0030 -0.1175 0.7259 -0.1801
H 2.1224 -2.0433 -0.4611 -0.1318 -0.7672 -0.5074
C -5.0139 -0.4714 4.1009 -0.6244 -0.2511 0.1666
C -4.7734 -0.6700 2.6172 1.3299 1.8506 0.7157
O -3.3868 -0.9155 2.4851 0.1382 -0.1050 -0.3313
H -4.5698 -1.2920 4.7454 -0.8564 0.7846 -0.9081
H -6.0999 -0.3727 4.1419 -0.1490 -0.4458 0.8130
H -4.6552 0.4852 4.4938 0.3577 -0.1320 -0.3457
H -5.0341 0.2349 2.0357 0.0180 0.0665 0.4332
H -5.3629 -1.4120 2.1581 -0.6582 -1.5052 -0.1704
H -3.2115 -1.0089 1.5335 0.4533 -0.3078 -0.2146
C -0.7336 -2.9254 3.1463 1.9381 1.2024 -0.4713
C 0.3193 -2.1821 2.2034 -0.0157 -0.0537 1.2951
O 0.0684 -0.7843 1.8978 0.1139 -0.3063 -0.5750
H -1.7427 -2.9110 2.8275 -0.9111 -0.1199 -0.9546
H -0.7868 -2.3688 4.0961 0.4467 -0.4757 -0.0689
H -0.3601 -3.9553 3.2538 -0.2554 0.3834 0.2735
H 0.4811 -2.6745 1.2131 -0.4243 0.2974 0.8266
H 1.3049 -2.2201 2.7628 -0.9277 -0.1070 -0.6064
H -0.3874 -0.1946 2.5313 0.0445 -0.9598 0.6319
C -0.2629 2.7592 2.9742 -0.4251 0.3249 0.7137
C -1.5118 1.9784 2.7577 -1.2053 -2.2311 0.8300
O -1.5960 0.8369 3.7255 0.0474 0.4556 -1.1145
H -0.4621 3.7520 2.5507 0.4766 -0.0961 0.1224
H 0.5517 2.2767 2.4663 0.6728 -0.0115 -0.0245
H -0.0836 2.8405 4.0708 0.0538 0.0453 -0.8229
H -1.6207 1.5651 1.7561 0.3694 -0.0503 -0.2827
H -2.3812 2.5939 2.8746 -0.5886 0.4476 0.4300
H -2.3073 0.1779 3.4612 0.7150 1.0766 -0.1831
C -2.1630 -5.0521 -1.5234 0.4621 -0.1723 1.2995
C -0.6079 -4.7962 -1.4819 -2.2655 -1.4127 -2.1955
O -0.5576 -3.4120 -1.4101 1.3444 0.6842 0.6185
H -2.4980 -6.0902 -1.5187 0.3820 -0.1554 -0.0576
H -2.5827 -4.5904 -2.4187 0.1324 0.1739 0.1667
H -2.6293 -4.5986 -0.6050 0.3998 -0.2282 -0.8865
H -0.2277 -5.1295 -2.4765 -0.0760 0.1371 0.2954
H -0.0162 -5.4143 -0.7952 -0.3510 0.6075 0.6989
H 0.4111 -3.2003 -1.3824 -0.5271 0.4586 0.2681
C 0.5607 0.3848 -1.0874 0.2388 -1.4107 -0.8163
C 1.8460 0.7858 -0.3849 -0.3046 -0.6197 1.0554
O 2.4053 -0.2653 0.4558 -2.4018 -0.5452 1.6961
H 0.7572 -0.4235 -1.8276 0.0403 0.6796 0.0764
H 0.0287 1.1926 -1.5763 0.2746 0.3351 -0.2124
H -0.1635 -0.1040 -0.4530 0.0793 0.1404 0.8063
H 1.6304 1.6494 0.2552 0.3412 0.1477 -0.2200
H 2.6549 0.9755 -1.0742 -0.0075 0.5220 -0.3258
H 1.6878 -0.4449 1.2260 1.7525 0.6734 -2.3460
C 3.9345 2.6313 -4.2151 0.1333 1.6611 0.3243
O 2.7248 3.3198 -3.8285 0.6796 -1.3767 -1.9759
H 4.6821 3.3218 -4.6961 -0.6307 -0.4267 0.5021
H 4.4274 2.1230 -3.3871 -0.0331 0.0633 0.2629
H 3.7061 1.8859 -4.9423 -0.4935 -0.4896 -0.5396
H 2.8196 3.7657 -3.0043 0.2710 0.4423 1.2780
C 4.8282 2.7767 1.1972 1.4981 0.7655 -0.7156
O 4.0669 3.9745 1.4662 0.4284 -1.0645 -2.1037
H 4.6757 2.4632 0.1505 -0.2264 0.3312 0.4395
H 5.9372 2.9553 1.2968 -0.9827 0.1379 -0.0526
H 4.6274 1.9275 1.8177 -0.6722 -0.3172 0.5521
H 3.9416 4.0741 2.3829 -0.1613 0.0870 1.7072
```
Forces are in eV/Å.

SMILES: CCO.CCO.CCO.CCO.CCO.CCO.CCO.CCO.CO.CO
Lowest unoccupied orbital energy: 0.0221 hartree
E: -1471.663968 Ha
Relative energy (zero: lowest compared OMol25 entry of this formula, charge and spin): 4.003 eV
HOMO-LUMO gap: 10.325 eV

---

No. 2
The following is a quantum chemistry calculation of a molecular structure, C26H33N3O6P2Rh in a non-equilibrium geometry, from the Open Molecules 2025 dataset.

Structure (XYZ):
```
71
Properties=species:S:1:pos:R:3:forces:R:3
Rh -11.0318 -8.8653 5.1382 -0.4201 0.8183 0.1868
O -14.6234 -4.9462 7.9843 -0.1058 -0.6212 -0.2057
C -15.3797 -5.9009 7.4449 0.2586 -0.4591 -0.7100
O -16.5729 -6.0149 7.5988 0.6029 0.3099 0.1794
C -14.6862 -6.9140 6.5265 1.3600 -0.1693 -0.1792
C -15.3062 -7.8874 5.7608 0.7023 0.1016 0.0003
N -14.3730 -8.6071 5.0801 1.1858 1.1717 1.3092
N -13.0617 -8.1709 5.4454 -3.5956 0.0776 -0.1355
C -13.2930 -7.1542 6.2734 -0.1323 0.5081 0.2536
C -12.0442 -6.4811 6.8314 0.0824 -0.7930 0.3395
O -12.1098 -5.3756 7.3834 0.2125 -0.8194 -0.4664
O -11.0068 -7.2470 6.7126 -0.7476 1.2578 0.4314
H -13.6306 -5.0399 7.7809 -0.7178 -0.0246 -0.0883
H -16.3694 -8.0465 5.7231 -0.0683 -0.2844 -0.3119
H -14.5125 -9.4826 4.5877 0.2496 0.1182 0.0589
C -8.7397 -11.2851 4.2088 0.0433 0.6156 -0.2369
P -9.7231 -9.9081 3.4468 0.6650 -1.2588 -1.2702
C -10.3255 -10.7530 1.9135 -0.2280 0.0022 0.4861
C -8.4453 -8.7690 2.7829 0.4065 -0.2088 -0.0091
C -7.7614 -8.0601 3.9606 0.1539 0.5016 -0.4850
P -9.0333 -7.4146 5.1052 1.5482 0.8749 0.7844
C -9.5955 -5.8753 4.2866 0.0042 -0.3870 -0.0147
C -7.9784 -6.7218 6.4846 -0.6705 -0.4381 -0.1804
H -8.2121 -10.9389 5.1062 -0.1665 -0.1155 -0.1519
H -8.0070 -11.6511 3.4878 0.0365 0.0112 0.0115
H -9.4086 -12.1043 4.4587 -0.1218 0.0176 0.1268
H -9.4833 -11.1784 1.3649 0.0409 0.1061 0.0229
H -10.8870 -10.0783 1.2637 0.1086 0.0192 0.1258
H -10.9892 -11.5725 2.2072 0.0444 0.1689 0.0009
H -8.9406 -8.0416 2.1215 0.1062 -0.2357 0.1345
H -7.7169 -9.3507 2.1836 -0.3591 0.3375 0.1853
H -7.1470 -7.2037 3.6279 -0.0800 -0.4534 0.0255
H -7.1108 -8.7525 4.5011 -0.0481 0.0608 0.0250
H -8.7674 -5.3125 3.8361 -0.1868 -0.1648 0.1680
H -10.1266 -5.2686 5.0156 0.0595 0.0905 0.0875
H -10.3119 -6.1616 3.5236 -0.1082 0.1439 -0.3254
H -7.2741 -5.9841 6.0873 -0.0992 -0.1290 -0.0027
H -7.4303 -7.5227 6.9975 -0.1292 0.1887 -0.1659
H -8.6662 -6.2473 7.1943 0.2344 -0.0832 -0.1435
C -18.9124 -12.9009 9.5325 -0.3019 0.5471 0.6375
C -17.5819 -12.2386 9.7773 0.7601 0.0724 -0.5599
C -17.3982 -11.3863 10.8934 0.3968 -0.6421 -0.7934
C -16.1693 -10.7566 11.1086 0.5304 -0.0904 -0.1440
C -15.1079 -10.9299 10.2246 -0.5857 -0.3217 0.3531
C -15.2647 -11.7847 9.1022 -0.4680 -0.3260 -0.1404
N -14.2754 -11.9594 8.1501 -0.3061 1.2337 0.7610
C -12.9600 -11.5936 8.3101 1.1486 -0.0824 0.3215
C -12.2701 -11.6993 9.5470 -0.5414 0.3067 -0.2135
C -10.9669 -11.2520 9.6669 0.0136 -0.0760 -0.0402
C -10.2971 -10.7071 8.5688 -0.2645 -0.0771 -0.1119
C -10.9370 -10.6677 7.3387 -0.6624 -0.5785 -0.4662
C -12.2380 -11.1564 7.1645 -0.1580 0.1443 0.3683
C -12.9000 -11.1658 5.8002 0.6129 0.6288 -1.4871
O -14.1085 -11.5324 5.6985 1.3023 0.4916 -0.1026
O -12.1626 -10.7512 4.8125 -1.8358 -1.3792 1.4288
C -16.5150 -12.4552 8.8682 -0.2847 0.4120 0.3955
C -16.6276 -13.3883 7.6758 0.3774 -0.1923 0.4244
H -19.6250 -12.5488 10.2935 0.1655 -0.2372 -0.2525
H -18.8574 -13.9846 9.5993 0.0404 -0.0916 -0.0490
H -19.3267 -12.6221 8.5651 0.0710 -0.0841 -0.1086
H -18.2137 -11.2541 11.5985 0.1038 0.0421 -0.1250
H -16.0317 -10.1485 11.9996 -0.0318 0.0459 -0.2839
H -14.1689 -10.4179 10.3752 -0.1527 0.1520 0.0168
H -14.5075 -11.8094 7.1074 -0.1464 -0.8431 -0.1592
H -12.8227 -12.0825 10.4028 0.3608 -0.1125 -0.1581
H -10.4524 -11.3388 10.6177 -0.0973 0.0227 -0.0723
H -9.2795 -10.3547 8.6533 0.0059 0.0451 0.0965
H -10.4022 -10.3520 6.4282 0.2092 -0.2758 0.5093
H -15.6619 -13.8866 7.5144 -0.2983 0.1029 -0.0287
H -16.8815 -12.8777 6.7421 -0.0738 0.1096 0.1506
H -17.3617 -14.1765 7.8504 -0.0106 0.1963 -0.0274
```
Forces are in eV/Å.

Net charge: +1
Lowest unoccupied orbital energy (alpha / beta): -0.0976 / -0.2194 hartree
E: -2419.320904 Ha
Relative energy (zero: lowest compared OMol25 entry of this formula, charge and spin): 0.000 eV
HOMO-LUMO gap (alpha / beta): 6.903 / 6.053 eV
Multiplicity: 5